*1*
{"formula": "C32H47IrN2OP2Te4", "method": "ωB97M-V with the def2-TZVPD basis set", "total_charge": 1, "gap_ev": [5.856, 5.635], "spin_multiplicity": 2, "lumo_energy_ha": [-0.1282, -0.1419], "elements": ["Ir", "C", "C", "C", "P", "C", "C", "C", "C", "C", "C", "C", "C", "C", "C", "N", "C", "C", "C", "C", "C", "C", "C", "P", "C", "C", "C", "C", "C", "C", "H", "H", "H", "H", "H", "H", "H", "H", "H", "H", "H", "H", "H", "H", "H", "H", "H", "H", "H", "H", "H", "H", "H", "H", "H", "H", "H", "H", "H", "H", "H", "H", "H", "H", "H", "H", "H", "H", "H", "H", "Te", "Te", "Te", "Te", "O", "C", "C", "C", "C", "C", "C", "N", "H", "H", "H", "H", "H", "H", "H"], "coordinates": [[1.367, -0.049, 0.227], [-2.862, -1.048, 2.991], [-1.377, -1.189, 2.637], [-0.946, -2.661, 2.719], [-0.912, -0.404, 1.042], [-2.232, -0.814, -0.196], [-3.482, 0.068, -0.153], [-2.625, -2.301, -0.189], [-1.094, 1.390, 1.374], [-1.618, 2.057, 2.472], [-1.652, 3.452, 2.504], [-2.276, 4.179, 3.666], [-1.133, 4.151, 1.416], [-0.559, 3.491, 0.335], [-0.526, 2.106, 0.327], [0.131, 1.303, -0.639], [-0.400, 1.147, -1.905], [-1.398, 1.989, -2.422], [-1.953, 1.727, -3.658], [-1.571, 0.628, -4.432], [-2.191, 0.353, -5.778], [-0.588, -0.195, -3.914], [0.010, 0.055, -2.672], [1.291, -0.929, -1.895], [2.707, -0.831, -3.066], [3.322, 0.575, -3.044], [2.392, -1.145, -4.534], [0.736, -2.679, -1.718], [0.647, -3.525, -2.988], [1.567, -3.439, -0.677], [-2.990, -1.290, 4.048], [-3.474, -1.746, 2.424], [-3.259, -0.050, 2.825], [-0.795, -0.621, 3.364], [-1.602, -3.293, 2.125], [-1.005, -3.009, 3.752], [0.073, -2.823, 2.366], [-1.734, -0.629, -1.144], [-4.180, -0.264, 0.615], [-3.987, -0.005, -1.118], [-3.258, 1.120, 0.018], [-3.287, -2.544, 0.640], [-1.774, -2.977, -0.136], [-3.165, -2.526, -1.110], [-2.019, 1.511, 3.317], [-2.271, 3.568, 4.568], [-3.315, 4.434, 3.448], [-1.752, 5.111, 3.881], [-1.154, 5.234, 1.424], [-0.129, 4.045, -0.492], [-1.749, 2.832, -1.843], [-2.723, 2.392, -4.032], [-3.101, 0.934, -5.918], [-2.444, -0.701, -5.890], [-1.508, 0.614, -6.589], [-0.296, -1.065, -4.485], [3.419, -1.568, -2.689], [2.598, 1.298, -3.430], [4.198, 0.601, -3.694], [3.619, 0.903, -2.054], [1.808, -0.345, -4.984], [1.879, -2.086, -4.700], [3.343, -1.193, -5.067], [-0.269, -2.539, -1.328], [1.634, -3.723, -3.402], [0.020, -3.079, -3.758], [0.206, -4.491, -2.733], [2.556, -3.686, -1.068], [1.063, -4.375, -0.426], [1.710, -2.868, 0.242], [5.406, -2.596, 3.472], [5.914, -3.847, 1.224], [5.345, -2.019, -0.815], [4.011, -0.136, 0.561], [2.259, 2.652, 0.914], [2.078, 2.921, 2.280], [1.716, 1.673, 3.041], [1.440, 1.817, 4.399], [1.288, 0.701, 5.194], [1.438, -0.551, 4.613], [1.662, -0.614, 3.256], [1.768, 0.468, 2.463], [2.019, 3.420, 0.390], [1.306, 3.674, 2.467], [3.017, 3.285, 2.718], [1.392, 2.812, 4.821], [1.086, 0.802, 6.253], [1.383, -1.463, 5.191], [1.812, -1.563, 2.760]]}

=====

*2*
{"formula": "C32H47IrN2OP2Te4", "method": "ωB97M-V with the def2-TZVPD basis set", "total_charge": 1, "gap_ev": [6.589, 4.933], "spin_multiplicity": 2, "lumo_energy_ha": [-0.1028, -0.1632], "elements": ["Ir", "C", "C", "C", "P", "C", "C", "C", "C", "C", "C", "C", "C", "C", "C", "N", "C", "C", "C", "C", "C", "C", "C", "P", "C", "C", "C", "C", "C", "C", "H", "H", "H", "H", "H", "H", "H", "H", "H", "H", "H", "H", "H", "H", "H", "H", "H", "H", "H", "H", "H", "H", "H", "H", "H", "H", "H", "H", "H", "H", "H", "H", "H", "H", "H", "H", "H", "H", "H", "H", "Te", "Te", "Te", "Te", "O", "C", "C", "C", "C", "C", "C", "N", "H", "H", "H", "H", "H", "H", "H"], "coordinates": [[-0.175, -1.037, -0.535], [-2.232, -1.491, 3.123], [-0.969, -0.635, 3.014], [-0.365, -0.422, 4.404], [0.213, -1.243, 1.724], [0.772, -2.863, 2.458], [2.172, -3.346, 2.090], [-0.191, -4.039, 2.285], [1.571, -0.066, 1.855], [2.469, -0.046, 2.924], [3.323, 1.019, 3.142], [4.325, 1.025, 4.264], [3.186, 2.113, 2.285], [2.312, 2.123, 1.216], [1.517, 0.998, 0.925], [0.673, 0.851, -0.158], [0.267, 1.851, -1.032], [1.077, 2.865, -1.552], [0.583, 3.748, -2.502], [-0.716, 3.660, -2.987], [-1.250, 4.624, -4.011], [-1.512, 2.631, -2.493], [-1.046, 1.741, -1.535], [-2.006, 0.355, -0.859], [-3.329, -0.163, -2.064], [-4.455, 0.861, -2.297], [-2.849, -0.656, -3.427], [-2.939, 0.989, 0.597], [-4.164, 0.132, 0.933], [-3.256, 2.486, 0.540], [-3.033, -0.913, 3.586], [-2.046, -2.352, 3.765], [-2.580, -1.864, 2.161], [-1.215, 0.361, 2.648], [-0.034, -1.354, 4.862], [-1.146, -0.015, 5.049], [0.461, 0.285, 4.399], [0.788, -2.608, 3.522], [2.198, -3.709, 1.060], [2.425, -4.190, 2.734], [2.941, -2.589, 2.232], [-0.101, -4.464, 1.287], [-1.235, -3.788, 2.441], [0.085, -4.814, 3.003], [2.485, -0.878, 3.621], [4.144, 0.205, 4.958], [4.281, 1.958, 4.826], [5.343, 0.921, 3.885], [3.789, 2.997, 2.464], [2.241, 3.021, 0.627], [2.119, 2.926, -1.280], [1.242, 4.514, -2.893], [-0.462, 5.277, -4.384], [-2.030, 5.256, -3.585], [-1.683, 4.099, -4.863], [-2.518, 2.536, -2.873], [-3.771, -1.014, -1.535], [-4.163, 1.636, -3.002], [-4.832, 1.339, -1.401], [-5.288, 0.325, -2.755], [-2.271, 0.108, -3.949], [-3.729, -0.883, -4.031], [-2.261, -1.563, -3.351], [-2.216, 0.862, 1.395], [-5.005, 0.346, 0.278], [-4.484, 0.348, 1.952], [-3.960, -0.938, 0.871], [-3.909, 2.753, -0.289], [-2.349, 3.083, 0.454], [-3.762, 2.770, 1.464], [-1.786, -3.107, -0.778], [-0.622, -5.413, -1.713], [1.788, -3.393, -4.534], [1.843, -4.497, -2.173], [-0.034, -0.955, -2.737], [1.114, -0.284, -3.245], [2.317, -0.599, -2.403], [3.579, -0.280, -2.877], [4.687, -0.560, -2.100], [4.487, -1.163, -0.870], [3.196, -1.452, -0.475], [2.115, -1.176, -1.211], [-0.013, -1.891, -3.006], [0.896, 0.784, -3.227], [1.278, -0.586, -4.281], [3.678, 0.171, -3.856], [5.682, -0.323, -2.449], [5.312, -1.414, -0.220], [3.016, -1.917, 0.475]]}

=====

If we sort the structures by their calculated energies, the order from most to least stable is *2*, *1*.

=====

*1*
{"formula": "C3H6N2OS", "method": "ωB97M-V with the def2-TZVPD basis set", "total_charge": 0, "gap_ev": 9.257, "lumo_energy_ha": 0.0360, "elements": ["C", "N", "O", "C", "N", "S", "C", "H", "H", "H", "H", "H", "H"], "coordinates": [[3.399, -0.727, -0.005], [2.585, 0.250, -0.087], [1.260, -0.141, 0.037], [0.396, 0.932, -0.011], [-0.869, 0.881, 0.013], [-1.506, -0.715, -0.054], [-3.192, -0.140, 0.012], [3.147, -1.773, 0.137], [4.438, -0.407, 0.004], [0.965, 1.867, -0.082], [-3.378, 0.640, -0.761], [-3.373, 0.333, 0.976], [-3.873, -0.999, -0.179]]}

=====

*2*
{"formula": "C3H6N2OS", "method": "ωB97M-V with the def2-TZVPD basis set", "total_charge": 0, "gap_ev": [7.947, 7.129], "lumo_energy_ha": [-0.0117, -0.0295], "elements": ["C", "C", "C", "N", "N", "O", "S", "H", "H", "H", "H", "H", "H"], "coordinates": [[-0.956, 0.075, 0.590], [-1.536, -0.964, 1.470], [2.026, 0.187, -1.495], [-1.480, 1.203, 0.484], [0.700, 0.557, -1.120], [0.201, -0.291, -0.113], [-1.229, 2.643, -0.131], [-0.819, -1.869, 1.269], [-2.652, -1.271, 1.387], [-1.479, -0.900, 2.530], [2.348, -0.796, -1.526], [2.131, 0.589, -2.506], [2.746, 0.835, -0.838]]}

=====

If we sort the structures by their calculated energies, the order from most to least stable is *1*, *2*.

=====

*1*
{"formula": "C3H6N2OS", "method": "ωB97M-V with the def2-TZVPD basis set", "total_charge": 0, "gap_ev": 10.459, "lumo_energy_ha": 0.0207, "elements": ["C", "C", "C", "H", "H", "H", "H", "H", "H", "N", "N", "O", "S"], "coordinates": [[2.720, -0.542, -0.003], [1.395, 0.174, 0.006], [-1.403, 0.270, 0.102], [3.416, 0.263, -0.531], [2.857, -0.560, 1.185], [2.786, -1.624, -0.458], [-3.356, -0.252, -0.281], [-2.475, -1.538, 0.547], [-0.676, 1.819, 0.085], [-2.413, -0.740, -0.138], [-1.642, 1.475, 0.050], [1.338, 1.393, -0.068], [-0.072, -0.863, -0.001]]}

=====

*2*
{"formula": "C3H6N2OS", "method": "ωB97M-V with the def2-TZVPD basis set", "total_charge": 0, "gap_ev": 9.124, "lumo_energy_ha": 0.0222, "elements": ["C", "C", "O", "N", "C", "N", "S", "H", "H", "H", "H", "H", "H"], "coordinates": [[1.400, 1.428, 0.128], [1.410, -0.044, -0.079], [2.391, -0.711, -0.300], [0.174, -0.777, -0.142], [-1.137, -0.341, -0.109], [-2.095, -1.277, -0.001], [-1.733, 1.200, -0.234], [2.426, 1.694, -0.027], [0.808, 1.960, -0.601], [1.044, 1.725, 1.108], [0.288, -1.800, -0.258], [-3.058, -0.974, -0.065], [-1.918, -2.082, 0.581]]}

=====

*3*
{"formula": "C3H6N2OS", "method": "ωB97M-V with the def2-TZVPD basis set", "total_charge": 0, "gap_ev": 9.586, "lumo_energy_ha": 0.0037, "elements": ["C", "N", "C", "N", "C", "O", "S", "H", "H", "H", "H", "H", "H"], "coordinates": [[1.849, -0.753, -0.421], [1.256, 0.528, -0.091], [-0.010, 0.629, 0.090], [-0.585, 1.871, 0.196], [-0.990, -0.539, 0.254], [-0.632, -1.618, 0.659], [-2.647, -0.123, -0.364], [1.096, -1.419, -0.869], [2.662, -0.601, -1.134], [2.318, -1.256, 0.440], [-1.278, 1.945, 0.971], [0.155, 2.643, 0.324], [-3.195, -1.308, -0.055]]}

=====

*4*
{"formula": "C3H6N2OS", "method": "ωB97M-V with the def2-TZVPD basis set", "total_charge": 0, "gap_ev": 9.570, "lumo_energy_ha": 0.0215, "elements": ["C", "C", "N", "S", "C", "N", "O", "H", "H", "H", "H", "H", "H"], "coordinates": [[-1.039, 2.129, 0.366], [-1.618, 0.839, -0.273], [-1.064, -0.324, -0.297], [0.454, -0.418, 0.447], [0.778, -2.061, -0.188], [1.882, -2.663, -0.411], [3.053, -2.001, -0.259], [0.033, 2.208, 0.072], [-0.965, 2.075, 1.463], [-1.699, 2.960, 0.110], [-2.634, 0.974, -0.729], [-0.128, -2.591, -0.407], [2.944, -1.128, 0.106]]}

=====

If we sort the structures by their calculated energies, the order from most to least stable is *2*, *3*, *1*, *4*.

=====

*1*
{"formula": "C3H6N2OS", "method": "ωB97M-V with the def2-TZVPD basis set", "total_charge": 0, "gap_ev": 9.442, "lumo_energy_ha": 0.0141, "elements": ["N", "N", "C", "O", "C", "C", "S", "H", "H", "H", "H", "H", "H"], "coordinates": [[0.134, 0.700, 2.064], [1.305, 0.904, 1.146], [1.045, 0.382, -0.037], [1.555, 0.636, -1.167], [-0.076, -0.707, -0.039], [-0.437, -1.283, -1.395], [-1.648, -0.237, -0.430], [0.476, 0.036, 2.843], [-0.897, 0.442, 1.539], [1.868, 1.875, 1.037], [-0.201, -1.703, 0.635], [-0.832, -2.427, -1.212], [0.251, -1.095, -2.274]]}

=====

*2*
{"formula": "C3H6N2OS", "method": "ωB97M-V with the def2-TZVPD basis set", "total_charge": 0, "gap_ev": 8.319, "lumo_energy_ha": -0.0473, "elements": ["C", "C", "C", "H", "H", "H", "H", "H", "H", "N", "N", "O", "S"], "coordinates": [[-0.214, -1.340, 0.294], [-0.006, 0.096, -0.050], [-0.592, 0.644, -1.281], [-0.073, -2.564, 1.960], [0.740, -1.090, 2.175], [-1.083, -2.934, -0.180], [-1.748, 0.848, -1.065], [-0.572, -0.071, -2.124], [0.929, 2.256, -1.015], [0.278, -1.753, 1.489], [-1.012, -1.986, -0.496], [-0.225, 1.935, -1.866], [0.851, 1.116, 0.903]]}

=====

If we sort the structures by their calculated energies, the order from most to least stable is *2*, *1*.